(1)
Molecular formula: C27H33BCl4F4HfO2PS5
Method: DFT, ωB97M-V/def2-TZVPD

- Energy above the lowest of the compared OMol25 structures with the same formula, charge and spin: 11.9 kcal/mol
- Frontier orbital gap: 6.91 eV
- Strongest force on any atom: 0.070 Eh/bohr
- Total charge: -1
- LUMO energy: 2.26 eV
- Energy: -159052.6871 eV

Last column: Mulliken charge in e.
Cartesian coordinates (Å):
Hf (-1.3083, 1.4252, -0.9831)  1.305
S (-2.6063, 4.9333, 5.3428)  -0.293
C (-2.2574, 4.0735, 3.9948)  0.134
S (-3.0940, 2.6115, 3.5438)  -0.084
C (-2.1546, 2.2580, 2.0997)  0.406
C (-1.1820, 3.1501, 1.7910)  0.168
S (-0.0468, 3.0481, 0.4782)  -0.590
S (-1.0034, 4.5190, 2.8750)  -0.082
S (-2.5049, 0.8028, 1.2327)  -0.705
Cl (-2.8543, 4.5585, -6.6075)  -0.223
C (-2.9156, 3.8801, -5.0314)  0.362
C (-4.1401, 3.6038, -4.4461)  0.351
Cl (-5.5894, 3.8863, -5.3188)  -0.227
C (-4.1920, 3.0842, -3.1533)  0.022
Cl (-5.6959, 2.7642, -2.3861)  -0.212
C (-3.0209, 2.8037, -2.4617)  0.203
O (-2.9863, 2.3216, -1.2306)  -0.574
C (-1.7627, 3.0084, -3.0908)  0.216
O (-0.7012, 2.6112, -2.4174)  -0.593
C (-1.7323, 3.5894, -4.3550)  0.065
Cl (-0.2180, 3.8998, -5.1000)  -0.230
C (1.4513, -0.7511, 4.6565)  -0.801
C (-0.0237, -0.9376, 4.3215)  -0.960
C (-0.2070, -1.3196, 2.8452)  -0.509
C (0.8927, -0.7078, 1.9667)  1.285
C (1.2682, 0.6495, 2.5602)  -0.233
C (2.0242, 0.4388, 3.8754)  -0.948
P (0.3841, -0.5118, 0.1748)  -0.557
C (1.9981, -0.4419, -0.7920)  0.296
C (2.3058, 1.0362, -1.0842)  0.031
C (3.6944, 1.1417, -1.7008)  -1.204
C (4.7669, 0.7985, -0.6582)  -0.884
C (4.2439, -0.2045, 0.3776)  -0.450
C (3.2521, -1.1660, -0.2670)  -1.198
C (-0.2331, -2.2011, -0.3470)  0.285
C (-1.6905, -2.4175, 0.0694)  -0.470
C (-2.3145, -3.4933, -0.8222)  -0.804
C (-1.3015, -4.6081, -1.1275)  -0.801
C (-0.2442, -4.7051, -0.0296)  -0.882
C (0.6085, -3.4282, 0.0325)  -0.631
H (1.9896, -1.6660, 4.3976)  0.298
H (1.5773, -0.5947, 5.7293)  0.497
H (-0.5568, -0.0134, 4.5388)  0.287
H (-0.4582, -1.7168, 4.9503)  0.532
H (-1.1816, -0.9588, 2.5125)  -0.029
H (-0.1898, -2.4061, 2.7492)  0.186
H (1.7837, -1.3473, 1.9793)  0.776
H (0.3542, 1.2167, 2.7353)  -0.045
H (1.8766, 1.2386, 1.8743)  0.129
H (1.9583, 1.3481, 4.4740)  0.526
H (3.0817, 0.2542, 3.6706)  0.186
H (1.7299, -0.9170, -1.7448)  0.566
H (2.2771, 1.6378, -0.1732)  -0.120
H (1.5483, 1.4452, -1.7637)  0.187
H (3.8575, 2.1440, -2.0943)  0.461
H (3.7536, 0.4485, -2.5419)  0.352
H (5.0886, 1.7063, -0.1458)  0.365
H (5.6410, 0.3810, -1.1641)  0.364
H (3.7643, 0.3217, 1.2012)  -0.184
H (5.0778, -0.7746, 0.7938)  0.547
H (2.9895, -1.9560, 0.4351)  0.339
H (3.7507, -1.6451, -1.1137)  0.628
H (-0.2320, -2.1271, -1.4418)  0.569
H (-2.2625, -1.4913, -0.0209)  -0.269
H (-1.7441, -2.7205, 1.1147)  0.436
H (-2.6451, -3.0458, -1.7608)  0.134
H (-3.1964, -3.8985, -0.3221)  0.526
H (-0.8071, -4.4124, -2.0811)  0.283
H (-1.8222, -5.5621, -1.2193)  0.495
H (0.3999, -5.5697, -0.2100)  0.514
H (-0.7397, -4.8653, 0.9288)  0.318
H (1.4490, -3.5149, -0.6589)  0.334
H (1.0160, -3.3312, 1.0391)  0.051
F (-0.3442, 0.0278, -2.6172)  -0.243
B (-1.6267, -0.3551, -3.1751)  0.004
F (-1.9881, 0.5450, -4.1044)  -0.205
F (-1.5999, -1.6309, -3.5884)  -0.295
F (-2.4787, -0.2003, -2.0106)  -0.487

Cartesian forces, eV/Å:
Hf 1.849 -2.132 2.206
S -0.105 0.203 0.283
C 0.092 -0.279 -0.282
S 0.470 0.447 -0.169
C 0.231 0.545 0.096
C -0.297 -0.113 0.475
S 0.115 0.272 0.057
S -0.452 -0.380 0.166
S -0.341 -0.296 0.415
Cl 0.032 0.113 -0.256
C -0.039 -0.095 0.145
C 0.128 -0.020 0.060
Cl -0.318 0.085 -0.093
C 0.195 -0.054 0.150
Cl -0.089 -0.052 0.121
C -0.112 0.968 -1.443
O -1.733 0.795 0.137
C -1.172 0.859 -0.844
O 0.783 1.016 -0.949
C -0.004 -0.135 0.250
Cl 0.335 -0.058 0.042
C -0.131 0.067 0.130
C 0.155 -0.202 0.027
C -0.065 -0.087 0.071
C -0.237 0.443 -0.494
C 0.323 -0.013 0.057
C -0.030 -0.076 -0.010
P 0.897 -1.443 -0.151
C -0.361 0.180 0.108
C 0.152 -0.097 -0.244
C -0.052 0.166 0.031
C -0.015 -0.022 0.006
C 0.124 -0.156 -0.159
C -0.090 0.012 0.213
C -0.048 0.408 0.189
C -0.176 0.085 -0.199
C 0.029 0.002 0.002
C -0.066 -0.115 0.182
C 0.067 -0.070 -0.241
C -0.075 0.014 -0.008
H 0.050 -0.064 0.029
H 0.075 -0.061 0.015
H -0.115 0.107 0.036
H -0.077 0.051 0.033
H 0.069 -0.148 0.004
H -0.034 -0.084 -0.034
H -0.095 0.013 -0.075
H -0.023 0.064 -0.063
H -0.064 0.069 0.034
H 0.044 0.050 0.029
H 0.064 0.091 -0.012
H -0.084 0.157 0.117
H -0.055 -0.005 -0.008
H 0.129 0.010 0.050
H 0.047 0.032 -0.090
H 0.012 -0.004 -0.114
H 0.070 0.044 -0.016
H 0.047 0.044 0.034
H -0.037 0.022 0.125
H -0.019 0.065 0.113
H 0.009 -0.115 -0.046
H 0.001 -0.110 0.002
H 0.005 0.081 0.087
H 0.000 -0.190 0.090
H 0.012 0.044 0.041
H -0.055 0.020 0.053
H -0.029 -0.055 -0.030
H 0.012 -0.024 -0.063
H 0.027 -0.049 -0.131
H -0.006 0.000 0.107
H -0.030 -0.054 0.088
H 0.071 0.008 0.030
H 0.121 0.062 0.050
F 0.143 0.076 0.252
B 0.201 -0.274 -0.329
F -0.271 0.246 -0.688
F 0.022 -0.831 -0.150
F -0.206 -0.075 0.353



(2)
Molecular formula: C15H19N3O6PSSe4Zr
Method: DFT, ωB97M-V/def2-TZVPD

- Energy above the lowest of the compared OMol25 structures with the same formula, charge and spin: 44.8 kcal/mol
- Frontier orbital gap: 6.34 eV
- Strongest force on any atom: 0.029 Eh/bohr
- Total charge: -1
- LUMO energy: 2.39 eV
- Energy: -315418.7222 eV

Last column: natural (NBO) charge in e.
Cartesian coordinates (Å):
Zr (0.5911, -0.6019, 0.1859)  2.018
O (-1.2158, 2.7807, 0.9255)  -0.670
C (-0.9531, 1.6234, 1.2569)  0.623
N (0.2335, 1.0786, 1.5534)  -0.765
C (1.3722, 1.9719, 1.5271)  -0.285
C (2.5855, 1.1903, 1.9785)  0.240
C (3.8532, 1.7597, 1.9933)  -0.235
C (4.9228, 0.9845, 2.3907)  -0.147
C (4.6960, -0.3342, 2.7640)  -0.264
C (3.4082, -0.8238, 2.6910)  0.075
N (2.3652, -0.0836, 2.3082)  -0.448
C (-2.0438, 0.5885, 1.3794)  0.150
C (-3.3584, 0.9976, 1.4317)  -0.248
C (-4.3321, 0.0103, 1.5252)  -0.161
C (-3.9348, -1.3128, 1.5254)  -0.260
C (-2.5825, -1.6280, 1.4204)  0.087
N (-1.6399, -0.6897, 1.3673)  -0.484
H (1.5599, 2.3805, 0.5237)  0.224
H (1.2032, 2.8507, 2.1588)  0.222
H (3.9858, 2.7819, 1.6641)  0.217
H (5.9255, 1.3925, 2.3952)  0.211
H (5.5052, -0.9795, 3.0763)  0.216
H (3.1877, -1.8580, 2.9290)  0.209
H (-3.5786, 2.0542, 1.3914)  0.240
H (-5.3827, 0.2698, 1.5828)  0.207
H (-4.6551, -2.1176, 1.5789)  0.221
H (-2.2573, -2.6553, 1.3788)  0.270
Se (0.9194, -3.0335, 1.4877)  -0.053
Se (-0.6997, -4.2132, 2.5617)  -0.521
Se (-1.7280, -3.7147, -1.2684)  -0.581
Se (0.4553, -3.1754, -0.9350)  0.001
C (-0.5122, -0.8346, -3.7313)  -1.040
P (-1.4049, 0.0988, -2.4958)  2.008
C (-3.1559, -0.1843, -2.7565)  -1.013
C (-1.0811, 1.8532, -2.7258)  -1.020
O (-1.0796, -0.3163, -1.0723)  -1.151
H (-0.7269, -0.4420, -4.7270)  0.238
H (-0.8349, -1.8751, -3.6597)  0.283
H (0.5589, -0.7698, -3.5283)  0.306
H (-3.4439, 0.0508, -3.7813)  0.235
H (-3.7211, 0.4318, -2.0561)  0.252
H (-3.3386, -1.2384, -2.5393)  0.287
H (-1.7108, 2.2663, -3.5143)  0.236
H (-0.0285, 1.9850, -2.9694)  0.276
H (-1.2910, 2.3609, -1.7812)  0.280
O (2.6303, -1.0104, -0.2694)  -1.055
S (2.7578, -0.1693, -1.5503)  2.594
O (3.8117, 0.7942, -1.4168)  -0.964
O (1.3830, 0.5187, -1.4572)  -1.090
O (2.7799, -1.0134, -2.7171)  -0.969

Cartesian forces, eV/Å:
Zr -0.564 -0.794 1.160
O 0.142 0.009 0.205
C -0.383 0.040 0.131
N 0.090 0.508 -0.960
C 0.137 0.164 -0.063
C -0.102 -0.033 0.144
C -0.017 0.000 0.049
C -0.006 -0.007 -0.001
C 0.013 0.016 0.035
C -0.095 -0.047 0.039
N 0.353 0.200 -0.361
C 0.072 0.366 -0.082
C -0.047 -0.268 0.082
C -0.011 -0.062 -0.022
C -0.031 0.027 0.003
C 0.007 0.039 -0.027
N -0.267 0.165 -0.101
H 0.030 -0.038 0.011
H 0.005 -0.098 0.119
H 0.009 0.006 0.007
H 0.000 0.007 -0.002
H 0.000 0.000 0.000
H 0.024 -0.006 -0.030
H 0.009 0.007 0.025
H 0.006 0.006 0.005
H 0.013 -0.009 0.005
H 0.035 -0.020 -0.016
Se 0.253 -0.332 -0.053
Se 0.064 -0.032 0.152
Se -0.129 -0.081 -0.026
Se 0.077 -0.009 -0.253
C -0.031 0.028 0.056
P -0.001 0.015 -0.256
C 0.057 0.003 0.069
C -0.018 -0.076 0.008
O 0.146 0.255 -0.086
H -0.026 0.021 0.013
H 0.021 -0.014 0.021
H 0.004 -0.025 -0.013
H 0.003 0.008 -0.001
H -0.011 -0.004 -0.007
H -0.002 -0.007 0.003
H 0.018 -0.020 -0.029
H 0.005 0.028 0.036
H -0.015 0.009 -0.011
O -0.105 -0.162 0.037
S 0.473 -0.159 -0.250
O 0.025 0.016 0.005
O -0.317 0.211 0.195
O 0.085 0.150 0.032



- Which of these has the lowest frontier orbital gap?
  C15H19N3O6PSSe4Zr